# C4H9ClS

A structure of composition C4H9ClS in a non-equilibrium geometry (ωB97M-V/def2-TZVPD, the OMol25 dataset).

## Properties
energy relative to the best compared isomer or geometry (same formula, charge and spin): 94.3 kcal/mol
HOMO-LUMO gap: 0.3487 Eh
electronic energy: -27647.8023 eV
lowest unoccupied orbital energy: 0.70 eV

Element x y z (Å)
C: -2.546 0.451 -0.066
C: -0.150 0.018 -0.024
C: 1.023 -0.819 -0.106
C: 2.101 0.169 0.266
H: -2.339 0.686 0.890
H: -3.698 0.324 -0.612
H: -1.852 1.462 -0.658
H: -0.608 0.581 -0.909
H: -0.260 0.429 0.931
H: 0.801 -1.863 0.541
H: 1.268 -1.319 -1.137
H: 1.988 0.902 -0.440
H: 2.080 0.489 1.315
S: -1.643 -1.099 0.072
Cl: 3.835 -0.413 -0.064

# C16H20NOS

The ion C16H20NOS with charge +1 (ωB97M-V/def2-TZVPD, the OMol25 dataset).

## Properties
energy relative to the best compared isomer or geometry (same formula, charge and spin): 5.9 kcal/mol
HOMO-LUMO gap: 0.3117 Eh
charge: +1
SMILES: CCOc1ccc(C[NH2+]c2cccc(SC)c2)cc1
electronic energy: -31283.2079 eV
lowest unoccupied orbital energy: -2.80 eV

Element x y z (Å)
C: -6.089 -2.462 0.055
C: -4.727 -1.964 -0.400
H: -3.936 -2.645 -0.059
H: -4.691 -1.895 -1.494
O: -4.530 -0.676 0.169
C: -3.422 0.019 -0.108
C: -2.361 -0.428 -0.898
C: -1.265 0.385 -1.113
C: -1.199 1.657 -0.562
C: -2.257 2.104 0.232
C: -3.349 1.301 0.457
H: -4.175 1.639 1.061
H: -2.232 3.096 0.661
C: 0.002 2.529 -0.759
H: -0.288 3.572 -0.898
H: 0.595 2.198 -1.613
N: 0.884 2.456 0.467
H: 1.623 3.167 0.404
H: 0.293 2.655 1.284
C: 1.499 1.133 0.631
C: 2.703 0.883 0.008
C: 3.295 -0.378 0.119
C: 2.641 -1.364 0.858
C: 1.433 -1.092 1.472
C: 0.844 0.159 1.369
H: -0.098 0.365 1.851
H: 0.942 -1.864 2.042
H: 3.070 -2.347 0.960
S: 4.827 -0.583 -0.700
C: 5.330 -2.275 -0.294
H: 4.619 -2.986 -0.703
H: 5.436 -2.383 0.781
H: 6.296 -2.409 -0.772
H: 3.208 1.647 -0.565
H: -0.453 0.025 -1.728
H: -2.384 -1.405 -1.351
H: -6.123 -2.520 1.139
H: -6.865 -1.781 -0.281
H: -6.276 -3.448 -0.360

# C5H9ClO2S

An isolated molecule of C5H9ClO2S in a non-equilibrium geometry (ωB97M-V/def2-TZVPD, the OMol25 dataset).

## Properties
energy relative to the best compared isomer or geometry (same formula, charge and spin): 41.7 kcal/mol
HOMO-LUMO gap: 0.3812 Eh
SMILES: C=C(Cl)S(=O)(=O)C(C)C
electronic energy: -32781.0757 eV
lowest unoccupied orbital energy: 0.24 eV

Element x y z (Å)
C: -2.823 0.380 1.771
C: -2.492 0.245 0.494
C: 1.684 0.952 -0.738
C: 0.317 -1.275 -0.804
C: 0.553 0.087 -0.146
O: -1.410 1.007 -1.729
O: -1.029 2.371 0.210
S: -1.157 1.096 -0.372
Cl: -3.326 -0.859 -0.461
H: -3.637 -0.028 2.329
H: -2.196 1.032 2.440
H: 1.617 1.149 -1.858
H: 1.827 1.991 -0.240
H: 2.667 0.464 -0.508
H: -0.083 -1.435 -1.808
H: -0.516 -1.671 -0.236
H: 1.130 -2.007 -0.836
H: 0.642 -0.096 1.030

# C57H38AuN8P2

A structure of composition C57H38AuN8P2 (ωB97M-V/def2-TZVPD, the OMol25 dataset).

## Properties
energy relative to the best compared isomer or geometry (same formula, charge and spin): 0.0 kcal/mol
HOMO-LUMO gap (spin up / spin down): 0.1878 / 0.1879 Eh
charge: +1
electronic energy: -93910.6553 eV
lowest unoccupied orbital energy (spin up / spin down): -4.03 / -4.03 eV

Element x y z (Å)
Au: 0.279 -0.838 -0.694
C: -2.598 2.478 -5.581
C: -3.090 1.212 -5.926
C: -2.744 0.089 -5.196
C: -1.898 0.276 -4.111
C: -1.351 -0.680 -3.159
N: -1.629 -1.990 -3.221
C: -1.246 -2.823 -2.291
C: -1.534 -4.264 -2.351
C: -2.179 -5.010 -3.317
C: -2.305 -6.374 -3.080
C: -1.805 -6.952 -1.914
C: -1.164 -6.189 -0.943
C: -1.037 -4.837 -1.191
C: -0.453 -3.755 -0.378
N: -0.011 -3.894 0.801
C: 0.442 -2.836 1.573
N: 1.085 -1.731 0.915
C: 1.878 -1.061 1.697
N: 2.360 0.166 1.634
C: 2.010 1.171 0.743
N: 1.115 0.928 -0.240
C: 0.878 2.113 -0.913
N: 0.072 2.283 -1.978
C: -0.560 1.364 -2.596
N: -0.568 -0.029 -2.297
C: -1.412 1.533 -3.764
C: -1.751 2.659 -4.499
C: 1.650 3.120 -0.306
C: 1.779 4.500 -0.567
C: 2.634 5.224 0.211
C: 3.392 4.616 1.253
C: 3.287 3.284 1.525
C: 2.393 2.517 0.740
C: 0.716 -1.543 3.681
C: 0.669 -1.696 5.178
C: 0.180 -2.784 5.766
C: -0.306 -3.924 4.989
C: -0.239 -3.943 3.653
C: 0.312 -2.820 2.921
N: -0.583 -2.569 -1.138
H: -2.886 3.333 -6.179
H: -3.747 1.118 -6.781
H: -3.108 -0.896 -5.454
H: -2.567 -4.547 -4.214
H: -2.799 -7.000 -3.810
H: -1.920 -8.017 -1.763
H: -0.777 -6.632 -0.036
H: -1.363 3.634 -4.236
H: 1.211 4.959 -1.366
H: 2.751 6.285 0.036
H: 4.067 5.231 1.833
H: 3.879 2.832 2.310
H: 1.020 -0.852 5.760
H: 0.139 -2.841 6.846
H: -0.711 -4.775 5.521
H: -0.579 -4.797 3.085
C: -2.185 2.907 3.620
P: -1.186 2.039 2.330
C: -2.403 0.905 1.570
C: -2.490 0.917 0.182
C: -3.361 0.063 -0.487
C: -4.157 -0.811 0.235
C: -4.089 -0.824 1.625
C: -3.220 0.028 2.287
C: -0.168 0.870 3.322
C: -0.271 -0.456 3.211
C: 2.142 -1.278 3.145
C: 2.768 0.157 3.101
C: 2.211 1.232 3.972
C: 0.923 1.539 4.056
P: -2.645 4.584 2.958
C: -4.107 4.985 3.985
C: -5.024 5.926 3.510
C: -6.095 6.327 4.291
C: -6.263 5.806 5.568
C: -5.352 4.884 6.056
C: -4.280 4.477 5.270
C: -3.441 4.092 1.377
C: -2.732 4.319 0.200
C: -3.255 3.929 -1.029
C: -4.495 3.314 -1.087
C: -5.212 3.082 0.083
C: -4.687 3.466 1.305
H: -1.554 3.077 4.495
H: -3.047 2.316 3.933
H: -1.906 1.645 -0.372
H: -3.439 0.104 -1.567
H: -4.841 -1.474 -0.279
H: -4.717 -1.500 2.191
H: -3.168 0.000 3.369
H: -1.130 -0.863 2.687
H: 2.825 -2.082 3.416
H: 3.853 0.135 3.169
H: 2.932 1.807 4.540
H: 0.647 2.384 4.679
H: -4.903 6.342 2.516
H: -6.800 7.052 3.903
H: -7.098 6.122 6.179
H: -5.471 4.477 7.052
H: -3.578 3.759 5.676
H: -1.763 4.803 0.248
H: -2.696 4.113 -1.937
H: -4.908 3.015 -2.043
H: -6.181 2.600 0.038
H: -5.252 3.287 2.213

# C17H31F2NO13S2

A structure of composition C17H31F2NO13S2 in a non-equilibrium geometry (ωB97M-V/def2-TZVPD, the OMol25 dataset).

## Properties
HOMO-LUMO gap: 0.3459 Eh
electronic energy: -73339.6469 eV
lowest unoccupied orbital energy: -0.99 eV

Element x y z (Å)
C: -3.672 1.725 -0.629
C: -2.820 0.900 -0.313
C: -1.643 -0.142 -0.236
C: -0.345 0.601 -0.821
C: 0.777 -0.487 -1.135
N: 2.146 -0.125 -0.629
S: 3.217 -1.459 -0.984
O: 3.083 -2.543 -0.008
O: 2.912 -2.027 -2.300
F: 4.764 -0.900 -1.086
S: 2.185 0.189 1.058
O: 3.458 -0.203 1.665
O: 1.979 1.606 1.363
F: 0.942 -0.667 1.707
H: -4.646 2.119 -1.016
H: -1.496 -0.476 0.828
H: -1.924 -0.977 -0.935
H: -0.008 1.463 -0.182
H: -0.689 1.057 -1.804
H: 0.440 -1.464 -0.671
H: 0.852 -0.554 -2.265
C: 4.916 -4.445 1.092
C: 5.189 -4.546 2.580
O: 4.590 -5.721 3.144
C: 5.221 -6.873 2.885
O: 6.229 -7.003 2.238
O: 4.517 -7.867 3.449
C: 5.027 -9.168 3.160
H: 3.846 -4.499 0.895
H: 5.305 -3.509 0.692
H: 5.381 -5.269 0.547
H: 4.736 -3.692 3.087
H: 6.260 -4.519 2.797
H: 6.083 -9.248 3.421
H: 4.874 -9.402 2.105
H: 4.467 -9.885 3.760
C: -1.866 4.651 -6.054
C: -0.995 3.612 -5.375
O: -1.784 2.552 -4.819
C: -2.267 1.666 -5.701
O: -2.094 1.684 -6.893
O: -3.005 0.766 -5.030
C: -3.666 -0.178 -5.872
H: -2.630 5.020 -5.366
H: -1.263 5.493 -6.401
H: -2.389 4.229 -6.914
H: -0.465 4.076 -4.541
H: -0.239 3.212 -6.055
H: -2.961 -0.678 -6.538
H: -4.449 0.320 -6.445
H: -4.128 -0.928 -5.231
C: -2.869 2.154 5.029
C: -2.438 2.678 3.673
O: -3.425 3.514 3.086
C: -3.533 4.751 3.586
O: -2.873 5.217 4.481
O: -4.526 5.377 2.937
C: -4.818 6.677 3.447
H: -3.841 1.659 4.957
H: -2.136 1.446 5.420
H: -2.978 2.965 5.751
H: -2.309 1.838 2.987
H: -1.478 3.198 3.732
H: -3.924 7.302 3.476
H: -5.261 6.596 4.440
H: -5.543 7.141 2.779

# C43H41AlBr3Cl6F6N2O18PS

A structure of composition C43H41AlBr3Cl6F6N2O18PS in a non-equilibrium geometry (ωB97M-V/def2-TZVPD, the OMol25 dataset).

## Properties
HOMO-LUMO gap: 0.0722 Eh
electronic energy: -413349.1280 eV
lowest unoccupied orbital energy: -3.67 eV

Element x y z (Å)
C: 0.424 -2.280 1.565
C: -0.668 -2.525 0.554
C: -0.591 -2.087 -1.029
C: -1.834 -0.996 -1.260
C: -1.558 0.653 -1.268
C: 0.018 1.084 -0.993
O: 0.923 0.847 -1.945
O: 0.290 1.710 0.326
C: 1.698 2.115 0.457
F: 2.118 3.189 -0.499
F: 1.821 2.745 1.825
F: 2.663 0.965 0.481
C: -2.799 1.732 -1.507
P: -2.499 3.611 -1.500
N: -3.501 4.247 -0.352
O: -2.823 4.246 -3.108
O: -0.903 4.136 -1.069
C: -4.326 1.075 -1.715
C: -5.697 1.934 -1.928
F: -5.565 3.333 -2.354
C: -6.628 1.951 -0.538
C: -6.960 3.458 0.010
N: -4.526 -0.456 -1.664
Cl: -6.114 -1.208 -1.807
C: -3.392 -1.457 -1.469
C: -3.727 -3.095 -1.414
C: -4.383 -3.534 0.061
O: -5.510 -4.501 -0.104
H: 0.419 -2.955 2.522
H: 1.202 -1.410 1.415
H: -1.624 -3.072 0.955
H: 0.464 -1.648 -1.281
H: -0.711 -3.051 -1.723
H: -3.978 3.415 0.060
H: -3.215 5.167 -3.069
H: -0.281 3.968 -1.859
H: -6.404 1.427 -2.748
H: -7.682 1.452 -0.796
H: -6.156 1.228 0.288
H: -6.033 4.081 0.358
H: -7.662 4.047 -0.753
H: -7.635 3.314 0.984
H: -4.434 -3.432 -2.316
H: -2.761 -3.760 -1.521
H: -3.592 -3.996 0.790
H: -4.797 -2.538 0.527
H: -5.955 -4.357 -1.010
C: -2.616 7.580 -6.431
C: -1.270 7.183 -5.830
O: -1.134 7.984 -4.658
S: -2.613 8.249 -4.024
O: -2.828 7.290 -2.963
O: -2.785 9.672 -3.844
O: -3.486 7.780 -5.318
H: -2.540 8.525 -6.979
H: -3.016 6.807 -7.094
H: -0.439 7.361 -6.517
H: -1.270 6.132 -5.523
C: -2.368 10.925 -1.111
C: -0.934 10.664 -0.801
O: -0.416 11.947 -0.531
C: -1.469 12.658 -0.037
O: -1.361 13.714 0.563
O: -2.662 12.037 -0.289
F: -0.290 10.164 -1.879
H: -2.532 11.196 -2.160
H: -3.009 10.075 -0.863
H: -0.773 10.013 0.065
Cl: -2.182 1.175 1.052
C: -2.182 13.140 4.382
Cl: -2.689 13.184 6.089
Cl: -0.690 14.093 4.181
Cl: -1.879 11.453 3.896
Cl: -3.469 13.830 3.362
C: -3.715 -6.332 2.679
O: -4.515 -6.834 3.454
O: -3.352 -6.831 1.607
O: -3.145 -5.248 2.847
C: 6.546 -7.917 1.108
C: 7.806 -7.718 0.543
C: 8.133 -6.482 -0.016
C: 7.194 -5.444 -0.022
C: 5.926 -5.651 0.520
C: 5.605 -6.886 1.097
C: 4.910 -4.579 0.475
O: 3.797 -4.758 0.954
C: 5.251 -3.292 -0.164
C: 4.280 -2.288 -0.266
C: 4.598 -1.064 -0.856
C: 5.887 -0.835 -1.338
C: 6.855 -1.836 -1.243
C: 6.534 -3.070 -0.664
C: 7.555 -4.135 -0.600
O: 8.686 -3.936 -1.027
H: 6.294 -8.877 1.552
H: 8.535 -8.525 0.540
H: 9.120 -6.333 -0.451
H: 4.622 -7.050 1.535
H: 3.272 -2.458 0.111
H: 3.840 -0.287 -0.939
H: 6.137 0.121 -1.791
H: 7.858 -1.652 -1.625
F: 5.832 -10.265 2.621
C: 5.428 -10.161 3.894
C: 4.068 -10.159 4.183
C: 3.648 -10.056 5.509
C: 4.593 -9.945 6.531
C: 5.956 -9.943 6.231
C: 6.376 -10.058 4.906
H: 3.348 -10.237 3.375
H: 2.586 -10.060 5.746
H: 4.264 -9.860 7.565
H: 6.690 -9.853 7.028
H: 7.432 -10.067 4.656
Al: -1.282 13.345 -2.281
O: -3.299 -3.087 -4.095
H: -3.464 -2.373 -4.683
C: 0.172 -8.200 3.012
Br: 0.831 -6.636 2.063
Br: 1.606 -9.160 3.909
Br: -1.273 -7.750 4.234
H: -0.245 -8.879 2.260

# C26H23Br2N5O4Pd

A structure of composition C26H23Br2N5O4Pd in a non-equilibrium geometry (ωB97M-V/def2-TZVPD, the OMol25 dataset).

## Properties
energy relative to the best compared isomer or geometry (same formula, charge and spin): 12.6 kcal/mol
HOMO-LUMO gap: 0.1378 Eh
charge: +2
electronic energy: -186523.2354 eV
lowest unoccupied orbital energy: -9.02 eV

Element x y z (Å)
Pd: 0.286 -0.745 -1.866
O: 4.409 -1.752 -0.898
C: 4.374 -0.534 -0.295
C: 5.498 0.273 -0.368
C: 5.500 1.514 0.245
C: 4.378 1.969 0.924
C: 3.253 1.164 1.005
C: 3.246 -0.096 0.415
C: 2.129 -1.128 0.490
O: 1.690 -1.606 -0.684
N: 1.010 -0.587 1.324
N: -0.154 -0.825 1.023
C: -1.132 -0.203 1.818
C: -2.366 -0.006 1.351
Br: -2.898 -0.417 -0.387
C: -3.346 0.749 2.116
C: -3.660 0.588 3.444
C: -4.487 1.587 4.054
C: -4.766 1.524 5.392
C: -4.272 0.450 6.139
C: -3.507 -0.576 5.562
C: -3.206 -0.523 4.230
H: 3.511 -1.979 -1.187
H: 6.358 -0.089 -0.915
H: 6.382 2.138 0.184
H: 4.377 2.945 1.388
H: 2.382 1.559 1.513
H: 2.487 -1.960 1.130
H: 1.246 0.071 2.079
H: -0.848 0.195 2.788
H: -3.883 1.510 1.556
H: -4.857 2.403 3.447
H: -5.369 2.284 5.868
H: -4.511 0.391 7.194
H: -3.189 -1.413 6.168
H: -2.681 -1.337 3.751
C: -1.097 2.875 -4.599
N: -0.598 2.682 -3.234
C: -0.437 3.743 -2.368
C: -0.103 3.575 -1.079
C: 0.104 2.232 -0.555
O: 0.214 1.966 0.642
N: 0.183 1.263 -1.531
C: -0.325 1.452 -2.760
O: -0.547 0.381 -3.406
H: -0.573 3.713 -5.052
H: -2.168 3.071 -4.589
H: -0.901 1.975 -5.171
H: -0.621 4.715 -2.803
H: -0.006 4.416 -0.410
Br: 2.321 -1.895 -4.260
C: 1.126 -3.117 -3.481
C: 1.162 -4.448 -3.866
C: 0.271 -5.327 -3.285
C: -0.626 -4.859 -2.332
C: -0.593 -3.525 -1.999
N: 0.266 -2.664 -2.571
H: 1.879 -4.769 -4.607
H: 0.277 -6.370 -3.572
H: -1.338 -5.517 -1.855
H: -1.255 -3.105 -1.256

# C20H26EuI2N2O2S4

A structure of composition C20H26EuI2N2O2S4 (ωB97M-V/def2-TZVPD, the OMol25 dataset).

## Properties
energy relative to the best compared isomer or geometry (same formula, charge and spin): 0.0 kcal/mol
HOMO-LUMO gap (spin up / spin down): 0.2518 / 0.2762 Eh
charge: +1
expectation value of S²: 12.02
electronic energy: -107105.8268 eV
2S+1: 7
lowest unoccupied orbital energy (spin up / spin down): -3.05 / -2.40 eV

Element x y z (Å)
Eu: -0.405 -0.335 0.215
C: 2.819 1.252 2.122
C: 2.752 2.309 1.025
S: 1.767 1.752 -0.394
C: 0.968 3.302 -0.912
C: -0.264 3.062 -1.774
S: -1.702 2.286 -0.996
C: -2.324 3.552 0.137
C: -1.743 3.514 1.544
S: -1.904 1.858 2.268
C: -0.904 2.095 3.760
C: 0.585 2.257 3.494
S: 1.222 0.722 2.781
H: 3.452 1.612 2.934
H: 3.284 0.338 1.746
H: 3.765 2.534 0.692
H: 2.324 3.237 1.403
H: 1.687 3.886 -1.487
H: 0.713 3.873 -0.019
H: -0.036 2.397 -2.609
H: -0.583 4.015 -2.199
H: -3.403 3.393 0.178
H: -2.170 4.540 -0.301
H: -2.283 4.219 2.179
H: -0.695 3.808 1.530
H: -1.090 1.222 4.388
H: -1.283 2.962 4.301
H: 1.104 2.463 4.432
H: 0.763 3.097 2.824
N: -3.488 -3.054 1.766
C: -2.362 -2.562 1.262
O: -2.394 -1.543 0.533
C: -1.049 -3.208 1.600
C: -0.039 -2.103 1.917
H: -4.368 -2.628 1.521
H: -3.481 -3.877 2.342
H: -0.755 -3.752 0.693
H: -1.192 -3.969 2.376
H: 0.958 -2.537 2.028
H: -0.285 -1.680 2.901
I: -1.757 0.688 -4.836
C: -0.629 -0.922 -4.181
C: -0.284 -1.948 -5.088
C: 0.476 -3.016 -4.706
I: 0.950 -4.473 -6.117
C: 0.932 -3.119 -3.361
C: 1.727 -4.163 -2.850
C: 2.098 -4.151 -1.533
C: 1.659 -3.106 -0.708
N: 0.916 -2.106 -1.140
C: 0.567 -2.097 -2.459
C: -0.208 -0.967 -2.872
O: -0.456 -0.064 -1.958
H: -0.632 -1.871 -6.109
H: 2.040 -4.963 -3.507
H: 2.714 -4.936 -1.119
H: 1.925 -3.095 0.340

# C2H4N2S2

An isolated molecule of C2H4N2S2 in a non-equilibrium geometry (ωB97M-V/def2-TZVPD, the OMol25 dataset).

## Properties
energy relative to the best compared isomer or geometry (same formula, charge and spin): 85.2 kcal/mol
HOMO-LUMO gap (spin up / spin down): 0.2964 / 0.2019 Eh
electronic energy: -26786.3189 eV
lowest unoccupied orbital energy (spin up / spin down): -1.04 / -2.75 eV

Element x y z (Å)
C: -0.048 -0.815 -0.481
C: 0.853 0.239 0.217
N: -0.424 -0.418 -1.616
N: -0.147 1.019 0.764
S: -0.463 -2.249 0.410
S: -0.967 0.932 2.135
H: 1.521 -0.349 0.859
H: 1.358 0.780 -0.493
H: -1.180 -0.938 -2.050
H: -0.503 1.798 0.255